Computed, not measured: a molecular structure, C47H38BrClCrN4O6PS, with ωB97M-V with the def2-TZVPD basis set.

Computed properties:
* maximum force: 0.00578 Eh/bohr
* electronic energy: -7302.7058 hartree
* multiplicity: 5
* lowest unoccupied orbital energy (spin up / spin down): 2.03 / 2.03 eV
* net charge: -1

The geometry in XYZ format:
```
100
Properties=species:S:1:pos:R:3:lowdin_charge:R:1
C -0.5826 2.6026 -0.9312 -0.251
C -3.3475 -1.9528 -0.9916 -0.270
H 3.6484 4.3160 -1.5887 0.107
C 5.7454 1.4518 0.0087 -0.194
C 1.3901 -3.4414 -3.1788 -0.038
C 4.2328 3.5261 -1.1370 -0.110
H 1.4024 6.1234 3.7185 0.095
C 2.0781 2.7429 -3.5662 -0.031
C -4.2783 -1.4750 -3.5828 -0.112
C -4.1350 -1.0476 4.1771 -0.088
C -3.3323 -1.5532 3.1706 -0.093
H 0.6518 5.0577 -3.7595 0.102
H 5.9826 -0.6021 0.4873 0.080
H 4.5331 -0.3275 2.5216 0.111
Cr 0.0610 -0.2377 -0.2429 0.610
H 0.9996 2.2319 1.9442 0.097
Cl 5.6802 3.5151 -3.4258 0.638
C -3.5256 -0.6464 -1.4550 -0.103
C 0.5204 2.2639 -1.7881 -0.144
H -5.2444 -0.7463 0.4978 0.094
C -3.8640 -5.9549 1.3431 -0.095
H 6.6844 0.4942 1.6809 0.082
C -2.6310 -3.9095 1.0140 -0.282
C -4.9219 -0.8351 1.5269 -0.078
O 4.3905 1.6987 2.0009 -0.054
O -1.8025 1.0558 2.2604 -0.284
O -3.0252 2.7402 0.9389 -0.330
C -1.4613 -4.5716 1.3568 -0.081
C 1.3568 4.1592 2.8501 -0.079
H 3.1301 -5.8462 -2.1204 0.108
C 0.7833 -2.3296 -2.6280 -0.702
H -2.4115 4.7818 2.2711 0.108
C 2.8625 -0.0743 1.1649 -0.635
H -3.2685 0.1902 -0.8115 0.100
H -4.8049 -6.4918 1.3412 0.096
Br -0.2575 -1.2089 -3.7402 0.842
H 2.6674 -0.1938 -2.0150 0.102
H 3.5677 1.2345 -3.8564 0.102
C -3.8357 -4.6072 1.0197 -0.096
H 6.8477 1.4899 -1.8308 0.108
H -1.2633 5.6387 -2.2988 0.100
N 1.1317 1.0682 -1.5709 0.040
P -2.5088 -2.1206 0.6277 0.697
C 3.9357 3.0542 0.1315 0.027
C -3.7184 -1.4557 1.8344 -0.276
H -3.8141 -1.1187 5.2095 0.097
C 1.4857 -2.8241 -0.5232 -0.116
H -2.0417 4.1202 -0.5619 0.089
H -0.5430 -3.9953 1.3591 0.082
H 3.1082 3.4678 0.6960 0.110
H -4.2743 -3.6105 -3.8022 0.095
C 2.1238 -3.9648 -0.9577 0.018
C 2.0832 -4.2705 -2.3113 -0.308
H 7.5121 0.2400 0.1340 0.075
H 1.4704 -2.5394 0.5186 0.107
N 0.8307 -2.0029 -1.3516 -0.032
C 6.0301 1.9221 -1.2672 -0.067
C 4.6828 2.0342 0.7038 -0.249
C -1.1942 3.8284 -1.1586 -0.021
C -3.9980 -0.4085 -2.7360 -0.091
C -1.4853 -5.9200 1.6926 -0.093
C 0.7874 5.3640 3.2504 -0.095
C 6.5367 0.3306 0.6125 -0.031
C 2.6954 1.5544 -3.3031 -0.063
H -2.7095 -7.6658 1.9391 0.093
C -4.0765 -2.7745 -3.1415 -0.102
H 1.3161 -3.6673 -4.2314 0.112
H -6.6572 0.1748 2.2802 0.096
N -1.0981 -1.5595 0.6741 -0.310
C -0.7777 3.4315 2.0471 -0.262
C -0.5667 5.5936 3.0529 -0.090
O 2.6882 -5.3669 -2.8299 0.071
H -3.4484 -4.0315 -1.5266 0.095
H -2.3732 -1.9988 3.4116 0.111
H -1.0107 6.5313 3.3651 0.096
N -0.8782 1.6772 0.0547 -0.187
C 0.5757 3.1849 2.2484 -0.043
O 1.6305 0.1074 1.3563 -0.079
H 2.4132 3.9741 3.0109 0.100
H -4.7587 -4.0884 0.7806 0.112
C -5.7275 -0.3193 2.5363 -0.090
H -4.6401 -1.2919 -4.5878 0.095
H -0.5684 -6.4273 1.9691 0.094
H 2.6482 -4.5987 -0.2530 0.120
C 0.9664 3.1461 -2.7965 -0.164
C -1.3557 4.6224 2.4474 -0.063
C 3.7741 0.4288 2.3010 -0.077
H -5.9615 -0.0164 4.6464 0.093
O 3.4147 -0.5657 0.1623 -0.011
C -5.3375 -0.4258 3.8610 -0.100
C -2.6863 -6.6140 1.6799 -0.107
C -0.7445 4.6955 -2.1719 -0.084
H 2.4398 3.4003 -4.3494 0.113
H -4.1329 0.6108 -3.0765 0.104
C -3.6132 -3.0112 -1.8532 -0.085
H 3.1784 0.6240 3.1891 0.122
S -1.7644 2.1332 1.3154 0.580
C 5.2836 2.9485 -1.8211 -0.672
C 2.1890 0.7402 -2.2789 -0.142
C 0.3091 4.3838 -2.9835 -0.065
```